Density functional theory data (wB97M-V/def2-TZVPD) for a cluster of 13 separate species, C46H88Cl10O20 in total.

```
164
Properties=species:S:1:pos:R:3
Cl -1.4770 -3.8174 -5.0023
C -2.5529 -2.7290 -3.9804
C -3.7988 -2.3158 -4.6885
Cl -4.9444 -3.6928 -4.8368
H -1.8379 -1.9457 -3.7285
H -2.7737 -3.2180 -3.0316
H -3.5421 -1.8763 -5.6524
H -4.2250 -1.5345 -4.0592
Cl 0.7790 -3.7284 0.0231
C 1.2563 -4.9058 -1.1968
C 0.2305 -5.4115 -2.2419
Cl -1.1160 -6.1308 -1.3756
H 1.7892 -5.7397 -0.7399
H 2.0460 -4.4107 -1.7619
H 0.6331 -6.2481 -2.8130
H -0.1220 -4.5464 -2.8036
Cl 4.1784 0.1678 -4.0944
C 5.3146 0.5178 -2.6797
C 6.7295 0.1994 -3.1054
Cl 7.2663 1.0795 -4.5393
H 5.1609 -0.1445 -1.8278
H 5.2213 1.5788 -2.4477
H 6.9744 -0.8425 -3.3119
H 7.4763 0.4118 -2.3404
Cl -4.1817 3.5355 0.2223
C -2.4487 3.5946 0.0639
C -2.0585 2.7733 -1.1961
Cl -2.3630 3.7876 -2.6438
H -1.9955 3.1596 0.9547
H -2.1106 4.6308 0.0742
H -2.5416 1.8020 -1.3026
H -0.9797 2.6469 -1.2871
Cl 5.1781 2.4315 3.6577
C 4.6334 3.5687 2.4703
C 4.9469 3.1010 1.0143
Cl 3.8625 1.8088 0.3879
H 5.2144 4.4651 2.6872
H 3.6020 3.8602 2.6683
H 5.9370 2.6785 0.8433
H 4.8188 4.0027 0.4154
C -3.0699 1.8263 -9.1193
O -2.0331 2.0844 -8.1811
C -2.3803 1.5502 -6.8228
C -1.3723 1.9867 -5.7710
O -0.0875 1.3530 -6.0705
C 1.0499 2.1987 -5.8983
H -2.9138 2.4886 -9.9708
H -3.9991 2.0732 -8.6056
H -3.0893 0.7930 -9.4658
H -2.3446 0.4610 -6.8441
H -3.3602 1.9370 -6.5427
H -1.5674 1.5555 -4.7891
H -1.3033 3.0713 -5.6876
H 1.1349 2.9972 -6.6354
H 1.8689 1.4827 -5.9673
H 1.0157 2.7808 -4.9774
C -2.7330 -4.1566 1.7230
O -2.0835 -4.4140 2.9493
C -0.9507 -5.2728 2.9575
C -0.2056 -5.1064 4.3723
O 0.0904 -3.7011 4.7009
C 0.8135 -3.2451 3.5850
H -3.7703 -3.8653 1.8878
H -2.7280 -5.0663 1.1226
H -2.2948 -3.3160 1.1848
H -0.2770 -5.0507 2.1299
H -1.2114 -6.2793 2.6303
H 0.6959 -5.7042 4.2385
H -0.7088 -5.6063 5.1999
H 0.0380 -2.9354 2.8843
H 1.5232 -3.8694 3.0421
H 1.2577 -2.3052 3.9125
C -1.3446 -0.1717 1.9344
O -0.8230 0.9305 1.0850
C 0.5304 0.8021 0.7283
C 0.6932 -0.0861 -0.5926
O -0.0616 0.3027 -1.7673
C 0.5721 -0.1562 -2.9738
H -2.4261 -0.0515 1.9985
H -0.9662 -0.0970 2.9538
H -1.1215 -1.1570 1.5250
H 1.2187 0.4831 1.5110
H 0.9326 1.7869 0.4909
H 0.4275 -1.1318 -0.4377
H 1.7669 -0.0716 -0.7797
H -0.2847 -0.1647 -3.6475
H 0.9850 -1.1648 -2.9550
H 1.3221 0.5528 -3.3245
C 5.5914 4.2642 -2.6692
O 4.1540 4.1919 -2.3413
C 3.4280 4.8606 -3.3525
C 1.9946 4.9365 -2.8608
O 1.7720 5.8149 -1.6869
C 2.2778 5.3669 -0.4305
H 5.8267 4.1641 -3.7288
H 6.1597 3.5655 -2.0552
H 5.9991 5.2398 -2.4046
H 3.5068 4.2616 -4.2598
H 3.8191 5.8250 -3.6767
H 1.4253 4.0492 -2.5839
H 1.4474 5.5512 -3.5755
H 1.8526 4.3707 -0.3081
H 1.9531 5.9392 0.4386
H 3.3637 5.3798 -0.3373
C -6.6875 0.6091 5.2244
O -6.8163 0.1487 6.5991
C -5.9873 -0.8894 7.0011
C -5.8984 -2.3061 6.3415
O -5.6003 -2.3351 4.9067
C -4.1708 -2.0958 4.6681
H -7.2775 1.5165 5.0954
H -7.0006 -0.0972 4.4555
H -5.6649 0.9189 5.0092
H -6.3943 -0.9468 8.0106
H -4.9834 -0.5048 7.1812
H -6.8567 -2.8250 6.3188
H -5.2366 -2.8862 6.9847
H -3.9350 -1.9560 3.6132
H -3.5972 -2.9978 4.8815
H -3.7657 -1.2313 5.1939
C -1.7989 1.3124 5.9549
O -0.8255 0.4147 6.4968
C -1.2199 -0.9736 6.5325
C -0.1078 -1.6982 7.2919
O -0.0851 -1.2668 8.6249
C 0.6895 -2.0864 9.3416
H -2.7979 1.0096 6.2685
H -1.6437 1.2805 4.8764
H -1.8042 2.3615 6.2506
H -1.3897 -1.4672 5.5756
H -2.1497 -1.1475 7.0741
H 0.8244 -1.4888 6.7673
H -0.2922 -2.7725 7.2794
H 1.7352 -1.7969 9.2368
H 0.7170 -3.1493 9.1019
H 0.2865 -2.0038 10.3510
C 1.2339 3.1287 6.0698
C 1.3673 2.4280 4.9315
C 2.1454 1.1607 4.8178
O 2.3529 0.3729 3.8533
C 2.7007 0.7507 6.1242
C 2.6176 1.4992 7.2136
C 1.8974 2.7845 7.3833
O 1.9546 3.4618 8.4420
O 3.0552 0.9540 8.4573
O 0.7782 2.7997 3.7579
H 0.6825 4.0520 5.9702
H 3.0792 -0.2607 6.1373
H 3.0447 1.6191 9.1495
H 1.0431 2.1889 3.0663
C -0.6747 -2.5899 -8.3000
C 0.0749 -1.5911 -7.8105
C 1.0908 -0.9044 -8.5531
O 1.9719 -0.1383 -8.1310
C 1.0939 -1.2904 -9.9449
C 0.3770 -2.3186 -10.4714
C -0.5498 -3.1231 -9.6024
O -1.2449 -4.0061 -10.0689
O 0.3850 -2.7903 -11.7278
O -0.1471 -1.0475 -6.5870
H -1.3909 -3.0646 -7.6457
H 1.7188 -0.7530 -10.6428
H -0.2103 -3.5428 -11.7561
H 0.1108 -0.1250 -6.5236
```

The calculation puts the maximum force at 4.701 eV/A. For the highest occupied orbital energy, the calculation gives -0.342 Ha. For the molar mass, the calculation gives 1315.72 g mol⁻¹. For the LUMO energy, the calculation gives -0.06992 Ha.

Atom charges from the Löwdin analysis, given in e for atoms 1 to 2:
1. Cl 0.56
2. C -0.59